A cluster of 15 separate species, C92H205N9O20 in total at a distorted geometry, computed with wB97M-V/def2-TZVPD.

Results
**HOMO energy**: -8.40 eV
**Gap between HOMO and LUMO**: 8.8 eV
**Net charge**: 0
**F_max**: 4.27 eV/Å
**Calculated total energy**: -153075.0171 eV
**Multiplicity**: 1

Geometry as XYZ:
```
326
Properties=species:S:1:pos:R:3:forces:R:3:mulliken_charge:R:1
C -2.33917 -4.16648 -2.27830 -1.0814 0.6447 1.0487 0.596
C -1.44800 -4.82972 -3.27193 -0.4497 -0.7779 -0.1153 -0.736
O -0.36914 -5.49931 -2.65223 0.1577 0.0117 0.0071 -0.580
O -3.05698 -5.20751 -1.54765 0.5178 0.5961 0.4093 -0.660
H -3.06827 -3.57468 -2.87105 0.2355 -0.0423 0.5044 0.134
H -1.79576 -3.49712 -1.54637 -0.3779 -0.6092 -0.9073 -0.324
H -1.10058 -4.09431 -3.99859 0.2392 -0.2131 0.0042 0.312
H -2.03455 -5.63705 -3.74421 -0.1107 0.6526 -0.3867 0.413
H -0.79527 -5.96550 -1.92769 0.2177 -0.3109 0.3226 0.253
H -3.29243 -4.91327 -0.63883 0.2546 -0.1134 -1.0152 0.282
C 2.39293 -5.92099 -0.69859 -0.5257 1.1622 1.0606 0.009
C 2.90556 -4.73101 -1.53447 0.6828 -0.2230 -1.1038 -0.287
O 1.83713 -4.08258 -2.25822 0.4350 0.1180 0.4515 -0.443
O 3.32163 -6.85372 -0.21245 0.3559 -0.5870 -0.5519 -0.716
H 1.67747 -6.45543 -1.32413 0.0858 -0.2590 -0.0214 0.337
H 1.82646 -5.49800 0.16724 0.1497 -0.1027 -0.5539 -0.180
H 3.69496 -5.07509 -2.26395 -0.6931 0.0590 0.6365 0.286
H 3.37191 -3.93377 -0.94547 -0.1227 -0.3287 0.1815 0.104
H 1.17557 -4.71370 -2.60261 0.3122 0.0129 0.4488 0.314
H 3.85931 -6.55468 0.53430 -0.3546 0.7189 -0.1617 0.431
C 5.02648 -3.70705 2.11484 0.3540 -2.3875 -0.4726 0.852
C 6.42323 -4.15078 2.50094 -0.9742 -1.5054 0.3633 -0.853
O 7.00850 -4.77744 1.38602 -0.2381 1.4982 -1.0845 -0.567
O 4.21562 -4.92335 1.92668 0.6426 1.0975 -0.1364 -0.311
H 5.13056 -3.20685 1.15270 -0.3938 0.2651 0.0405 0.123
H 4.62444 -3.09657 2.89164 -0.4958 0.6586 0.3747 -0.386
H 6.38868 -4.89389 3.34234 -0.0619 0.9562 -0.3892 0.317
H 6.94430 -3.26144 2.75782 0.9576 0.7521 0.4863 0.335
H 7.38224 -5.60586 1.58688 0.5396 -1.3490 0.5717 0.336
H 3.49422 -4.89433 2.55251 -0.4738 -0.1488 0.1681 0.138
C 5.47385 2.02176 0.15491 0.4312 -0.2863 -1.0014 -0.267
C 5.14533 0.56098 0.44588 2.5117 0.1433 -0.2234 -0.169
O 4.08629 0.40606 1.30585 -1.3793 0.1281 1.3147 -0.139
O 5.86870 2.71284 1.31854 -1.1433 0.7767 -0.0485 -0.703
H 4.59302 2.47220 -0.34544 0.2719 0.1154 0.3434 -0.087
H 6.31274 2.07348 -0.60067 -0.6948 -0.1399 0.7595 0.451
H 6.12806 0.08100 0.83164 -1.6634 0.4951 -0.2242 0.338
H 4.90841 0.10774 -0.48552 -0.0357 -0.6612 -1.1172 -0.028
H 3.25518 0.06819 0.87873 0.5217 -0.1928 -0.0145 -0.099
H 5.03614 3.12486 1.66769 0.7907 -0.3291 -0.1851 0.086
C -0.76782 -6.05102 1.56949 0.7422 -2.1776 -1.7960 0.840
C 0.41989 -6.74743 2.23850 -0.0199 0.0824 -0.2494 -1.033
O 1.32145 -5.87488 2.88722 1.1063 -0.5815 -0.6407 -0.336
O -1.84657 -5.78918 2.40620 -0.0936 0.3345 0.7571 -0.436
H -1.11633 -6.79134 0.82289 0.0245 0.3373 0.0549 0.332
H -0.43274 -5.19546 1.03189 0.2569 0.9104 -0.3552 -0.719
H 1.08200 -7.21233 1.46302 -0.9930 -0.1268 0.6794 0.504
H -0.04750 -7.46480 2.95736 0.6888 -0.0199 -0.4645 0.359
H 0.87597 -5.28192 3.45783 -1.0013 0.9679 1.0458 0.247
H -1.42125 -5.81338 3.26462 -0.5534 0.2231 0.8987 0.360
C 4.48603 2.46078 4.20265 0.7986 -0.4604 -1.1627 -1.509
C 3.42506 3.53545 4.02427 0.3462 0.9597 1.8665 1.800
C 4.14162 4.87388 4.34425 -0.2297 -0.8632 -0.4634 -1.558
C 3.22305 6.06882 3.98151 2.6003 0.2120 0.9172 -0.456
C 3.07189 5.98590 2.47201 -0.6810 -0.9348 0.7932 -1.460
C 2.31417 4.70965 2.07244 -0.8688 -0.0114 -0.6723 1.437
N 3.03898 3.52746 2.60135 0.4748 1.1670 1.3851 0.479
O 2.28878 2.36329 2.43301 0.4489 -1.1490 -1.6704 1.850
C 0.83729 4.74086 2.49919 -0.2987 0.0989 1.3314 -1.448
C 2.46476 4.55943 0.57079 0.7239 0.1956 -1.8493 -0.558
C 2.30658 3.35986 5.08759 -0.3643 0.8601 0.1974 -1.883
H 4.10934 1.43531 4.12005 -0.0800 0.2681 -0.1967 -0.338
H 4.99962 2.51541 5.16198 -0.0591 0.2605 0.0901 0.686
H 5.23946 2.62076 3.36655 -0.7116 -0.5141 1.4450 0.443
H 4.51014 4.84885 5.38262 -0.4360 0.0907 -0.2526 0.416
H 5.05185 4.75683 3.72151 -0.2611 1.0470 0.1032 0.459
H 3.81533 6.97902 4.29650 -0.9108 -0.5742 -0.4960 0.436
H 2.30423 6.03971 4.59380 0.3061 0.0933 -0.5819 0.319
H 4.05016 5.83038 2.00515 0.0250 0.8208 0.1189 0.430
H 2.51965 6.84621 2.12891 0.0473 0.2788 -0.6625 0.461
H 0.84761 4.81805 3.64387 -0.6526 0.0324 -1.9630 -0.007
H 0.22893 5.57375 2.05587 0.8207 -0.5389 0.3603 0.570
H 0.34883 3.79119 2.21331 0.2142 0.3522 0.2440 -0.195
H 3.57899 4.66156 0.37201 -1.1738 -0.7838 -0.0721 0.372
H 2.00365 3.62012 0.13983 0.8384 0.8475 0.6370 -0.301
H 2.06899 5.37702 -0.07279 -0.2332 -0.2012 0.8502 -0.126
H 1.80128 2.43312 4.92900 -0.3055 -0.8658 0.1121 0.171
H 1.50291 4.12887 5.07580 0.7236 -0.4340 -0.0859 0.383
H 2.70707 3.42550 6.12563 0.0624 -0.3549 -0.7966 0.421
H 2.91797 1.86293 1.84034 -0.9105 -0.1456 0.8582 -0.469
C 6.40528 -2.53569 9.14246 -1.3981 -0.9011 0.4837 -2.013
C 5.78040 -2.51743 7.73314 1.4643 -0.5051 -0.5830 1.661
C 5.56882 -3.95567 7.21142 -0.9045 0.1335 1.5731 -1.677
C 4.71994 -3.97926 5.95802 1.0255 0.9394 0.0279 0.084
C 3.40158 -3.22696 6.07716 -0.1874 -0.8317 -0.2792 -0.333
C 3.48330 -1.82616 6.70381 1.7603 -1.3700 -0.7151 2.468
N 4.48383 -1.85626 7.77156 -0.1149 -0.7930 1.0779 0.076
O 4.70707 -0.54602 8.18671 0.2322 1.2412 -0.1815 -0.482
C 3.82624 -0.79344 5.64319 0.0952 -1.3438 -0.3101 -1.862
C 2.17915 -1.46043 7.28089 0.1420 0.9047 1.3610 -2.630
C 6.86569 -1.80546 6.87841 0.2675 -0.7592 -0.2481 -1.566
H 6.82768 -1.59391 9.41084 0.0712 0.9020 0.1183 0.421
H 7.24257 -3.23485 9.21095 -0.2917 -0.2482 -0.1367 0.412
H 5.60813 -2.79309 9.88483 0.7402 0.0168 -0.3968 0.425
H 6.52592 -4.45390 7.08340 0.2003 0.1180 -0.2913 0.477
H 5.06765 -4.54430 8.00722 0.0479 0.3146 -0.1763 0.341
H 4.61641 -5.00856 5.68098 -0.4202 -0.5383 -0.5278 0.725
H 5.36813 -3.48694 5.23794 -0.1639 -0.0465 -0.6972 -0.473
H 2.71701 -3.87377 6.61900 -0.0956 0.0295 0.6952 0.120
H 2.89036 -3.17530 5.09881 0.4019 0.2850 0.1010 -0.276
H 4.80069 -1.01999 5.22199 0.1768 0.3583 -0.1169 0.355
H 3.09524 -0.96448 4.87131 -0.3534 0.4910 -0.5951 0.219
H 3.75619 0.18487 6.05980 0.1838 0.7264 -0.0008 0.798
H 1.38883 -1.76667 6.67351 -1.4008 -0.3743 -1.1576 0.328
H 2.00280 -1.80762 8.28547 0.1150 -0.5390 0.3609 0.535
H 2.21128 -0.39688 7.33857 -0.6261 1.0048 0.1786 0.526
H 6.91633 -0.75859 7.15562 0.0075 0.1678 -0.1083 0.352
H 6.63251 -1.90719 5.81337 0.2932 0.1998 0.0796 0.113
H 7.87571 -2.27113 7.07436 -1.0660 0.4146 -0.2368 0.474
H 4.34513 -0.48740 9.06341 -0.2522 -0.0169 0.6196 0.344
C -0.67573 4.53687 -2.18925 0.4698 1.3937 -0.1701 0.717
C -0.41158 5.87102 -3.00705 0.0037 -1.6129 -0.6506 2.064
C 0.95904 6.47022 -2.68489 0.2786 -0.8250 -1.1981 -1.935
C 2.14718 5.62156 -3.22683 -0.2356 0.3512 0.1780 0.307
C 1.99163 5.39307 -4.75167 0.2381 0.2216 1.2330 -1.530
C 0.64560 4.75240 -5.08500 -0.4081 0.7092 -0.5109 1.540
N -0.40961 5.62488 -4.49313 0.2204 0.4715 0.7643 0.080
O -1.70916 5.28693 -4.94010 0.0073 -1.6832 0.9225 -0.474
C 0.44078 4.91481 -6.59874 1.2661 -0.6188 -0.4358 -1.937
C 0.53433 3.28802 -4.64605 -0.0355 0.2496 -1.1062 0.966
C -1.50829 6.86719 -2.77408 -0.4652 1.1273 0.3795 -1.992
H -1.34563 3.96459 -2.85151 0.5948 -0.5886 0.7543 -0.816
H -1.24101 4.74741 -1.26375 0.3147 0.0045 -0.3070 1.003
H 0.33148 4.11784 -1.91627 -1.3649 -0.3233 -0.4182 -1.067
H 0.98462 7.42908 -3.19540 0.1062 0.4221 0.3838 0.547
H 1.00039 6.52194 -1.61786 0.2447 0.5807 0.7405 0.311
H 2.16691 4.69467 -2.66472 -0.0786 -0.5673 -0.1027 -0.308
H 3.12951 6.05646 -2.94760 -0.5889 0.1951 -0.4137 0.469
H 2.84794 4.80319 -5.13323 -0.5721 0.2098 -0.0211 0.287
H 1.96433 6.37888 -5.22603 0.3232 -0.0751 -0.0812 0.439
H 0.41890 5.96548 -6.95339 -0.0141 -0.6248 0.4634 0.402
H 1.25125 4.36002 -7.12303 -0.1587 0.5188 0.2823 0.335
H -0.43622 4.39756 -6.90766 -1.0204 -0.1355 -0.2429 0.378
H -0.53643 3.09555 -4.56357 0.1174 -0.4048 0.6955 0.466
H 0.80295 2.64175 -5.48396 0.5103 0.0333 0.1811 -0.462
H 1.16600 3.07223 -3.77537 -0.6281 -0.1595 -0.1499 -0.779
H -1.46904 7.28928 -1.76317 0.1719 -0.1967 0.0278 0.437
H -2.53978 6.50561 -2.91207 0.5387 -0.1063 -0.1350 0.191
H -1.32460 7.70254 -3.45948 -0.3115 -0.0763 0.0180 0.511
H -1.98867 4.44042 -4.45255 0.4133 1.3952 -0.9332 0.049
C -2.05271 2.30634 6.60802 0.6987 -1.4226 0.4536 -2.004
C -2.72598 1.72672 5.36919 -0.5566 -1.6766 0.0214 2.198
C -3.86759 0.74446 5.79489 0.9135 0.8727 0.9593 -0.401
C -5.00767 1.45974 6.40141 0.7171 4.2038 -0.1698 -1.030
C -5.55303 2.50469 5.36115 0.4818 -0.9434 0.5094 -0.990
C -4.42992 3.45037 4.76750 -1.4335 0.1534 -0.6022 1.697
N -3.30086 2.66148 4.36596 1.8121 -1.5509 0.0187 0.874
O -2.23015 3.56440 4.01040 0.0894 -0.0593 -0.2458 -0.387
C -4.96612 4.00386 3.43098 -1.5188 0.3631 0.7572 -1.814
C -4.03901 4.51597 5.75277 0.2286 -0.0199 1.7214 -1.561
C -1.70657 0.79789 4.72880 -1.1094 -1.6570 -0.3228 -0.663
H -1.31527 1.57344 7.03619 -0.5028 0.4391 -0.6660 0.399
H -2.77323 2.36656 7.39989 -0.1845 0.8933 0.4623 0.510
H -1.48255 3.18358 6.38409 -0.0124 0.7814 0.1189 0.232
H -4.18473 0.22886 4.92106 -0.2254 -0.6300 -0.7478 -0.972
H -3.48970 0.04653 6.54851 0.3640 -0.1758 -0.3591 0.788
H -4.68227 2.15467 7.25058 -0.1933 -1.2959 -0.6699 0.298
H -5.76521 0.86834 6.80380 -1.3733 -1.1663 0.4107 0.641
H -6.38213 3.00569 5.89410 0.4294 0.4157 -0.7451 0.332
H -5.94836 1.93551 4.51770 -0.2359 0.0931 -0.0154 -0.026
H -5.55206 3.21959 2.91950 0.5779 0.2864 -0.0540 0.219
H -5.68993 4.80252 3.66170 0.1542 -0.1031 -0.1607 0.412
H -4.21361 4.43945 2.78935 0.2465 -0.0525 -0.0967 0.417
H -3.04399 4.99140 5.54724 -1.3163 -0.1241 -0.0321 0.130
H -4.88653 5.19694 5.92844 0.5642 0.1784 -0.2844 0.480
H -3.92072 3.97196 6.71794 0.0463 0.6923 -0.4240 0.394
H -0.83802 1.35081 4.51229 1.2859 0.5111 -0.7557 0.191
H -2.12800 0.23940 3.81552 0.6508 0.9767 1.2377 -1.059
H -1.42751 0.04306 5.51736 -0.2402 0.5434 -0.9089 0.310
H -2.17028 3.60269 3.03815 -0.2800 -0.4291 0.5529 0.165
C -4.85894 -4.24456 5.14042 0.3690 0.9528 -0.3350 -1.919
C -5.60963 -3.42732 4.05945 1.6623 -0.4324 -0.5129 1.344
C -5.89633 -2.01804 4.54862 -0.7638 -0.8837 -0.8352 -1.236
C -6.30724 -1.14252 3.35743 0.2625 1.1381 1.6869 -0.453
C -5.18214 -1.13779 2.37286 0.9193 0.8965 -0.4444 0.676
C -4.84956 -2.47437 1.77668 -0.4247 -0.1836 -0.2371 2.562
N -4.63005 -3.35314 2.90925 0.8502 -0.1084 1.0423 1.390
O -4.38693 -4.66598 2.42961 0.5457 -0.1103 -0.2131 -0.560
C -5.93751 -3.04864 0.83540 -0.6519 0.8663 -0.3802 -1.669
C -3.52813 -2.29405 1.01626 0.1300 0.8487 -0.2598 0.457
C -6.85744 -4.20594 3.70889 0.5588 0.3711 -1.7016 -1.755
H -3.96016 -3.69092 5.53238 -0.8792 -0.4945 -0.3202 0.113
H -4.55571 -5.18797 4.70621 0.1866 -0.1918 -0.0074 0.472
H -5.56549 -4.46251 5.92163 -0.0735 0.0052 0.6876 0.503
H -6.73810 -2.19405 5.21414 -0.0108 0.5789 0.5027 0.538
H -5.02149 -1.66891 5.06415 0.2417 0.4512 0.3313 0.148
H -6.52035 -0.09146 3.72853 0.0526 -1.1442 -0.5494 0.006
H -7.21176 -1.57694 2.95863 -0.3662 0.2026 -0.3945 0.597
H -4.21718 -0.80491 2.81884 -0.7396 0.0567 0.2424 -0.892
H -5.32744 -0.46111 1.53883 -0.3433 0.3412 -0.1826 -0.721
H -6.81671 -2.36838 0.75532 0.4662 -0.3943 0.2595 0.331
H -5.56687 -3.11300 -0.18820 0.0693 -0.2593 -0.0322 0.362
H -6.28997 -4.02872 1.15844 0.1692 0.1621 -0.1684 0.203
H -2.73090 -1.74215 1.54218 -0.3999 -0.5706 0.5132 -1.083
H -3.19542 -3.26711 0.74357 0.6848 -0.8071 -0.2903 -0.556
H -3.58731 -1.69643 0.08856 -0.6641 -0.3720 0.2503 -0.121
H -7.59677 -3.62407 3.13885 0.2255 -0.3012 0.1432 0.323
H -7.28888 -4.59843 4.57601 -0.9064 -0.4849 1.3837 0.555
H -6.48362 -5.04638 3.12366 -0.4885 -0.1321 -0.1538 0.335
H -3.40899 -4.76594 2.43868 -0.7042 -0.1795 0.0634 0.418
C -4.21125 -0.40142 -2.54690 1.0061 0.8486 0.3599 -0.981
C -4.92902 0.79673 -1.97851 0.4289 0.7617 1.0812 1.454
C -4.01470 1.53614 -0.94567 -0.1221 -2.0655 -0.1242 -0.497
C -4.58440 2.81493 -0.48630 0.5524 2.0794 0.5695 -0.613
C -4.81360 3.77614 -1.68826 1.1721 -0.9579 0.1065 -0.365
C -5.66118 3.13643 -2.79379 -0.9772 0.9112 -0.6308 1.430
N -5.10745 1.80648 -3.07235 0.1417 -1.6177 0.4657 1.335
O -5.86638 1.09359 -4.05941 0.5161 1.1251 -1.6148 -0.588
C -7.20545 3.23674 -2.56189 1.0578 -1.5946 1.8119 -2.071
C -5.38004 3.96181 -4.05871 -1.6984 0.6113 -1.3964 -1.717
C -6.21380 0.17650 -1.34977 -0.8190 1.3835 -1.0681 -0.886
H -3.76937 -1.03390 -1.77802 -0.3507 -0.0541 0.1501 -0.571
H -3.39376 -0.04526 -3.13496 0.6328 0.1018 -0.7162 -0.408
H -4.91079 -0.91783 -3.14137 -0.4916 -0.9934 -0.8071 1.033
H -3.78116 0.80538 -0.12522 -0.2657 0.7094 -0.4090 -0.155
H -3.07014 1.79665 -1.40667 0.4281 -0.3412 -0.4743 -0.214
H -3.85080 3.32234 0.18005 -0.2892 -0.2703 -0.2647 0.342
H -5.43388 2.67151 0.15269 -0.9046 0.0129 0.0847 0.180
H -3.79189 3.94685 -2.16335 -1.0344 -0.1093 0.6864 -0.502
H -5.18443 4.75869 -1.37936 -0.1809 -0.2397 -0.1071 0.617
H -7.52644 4.21200 -2.75430 -0.3975 1.6531 -0.2697 0.613
H -7.72983 2.59210 -3.23675 -0.2309 -0.5212 -0.3879 0.372
H -7.52421 2.99800 -1.51303 0.3871 -0.0031 -0.8113 0.249
H -5.81791 5.01248 -3.99805 0.6313 -1.2836 0.1239 0.336
H -4.32078 4.03894 -4.22452 0.5139 0.0415 -0.1787 0.193
H -5.86008 3.50600 -4.99392 0.6108 0.5157 1.2929 0.413
H -7.04895 0.31076 -2.08669 0.6459 -0.3322 0.6057 0.333
H -6.52398 0.68908 -0.45004 -0.0901 0.1242 0.3903 0.167
H -6.09855 -0.88393 -1.14993 0.0984 -0.0165 0.0699 0.061
H -5.38974 1.30420 -4.91511 -0.7651 -0.4823 1.4112 0.354
C 2.19985 -1.35468 -4.79258 0.9302 -0.0555 -0.1819 -0.059
C 3.70659 -1.56592 -5.08162 -0.0422 0.0278 -0.7419 1.876
C 3.98429 -2.14309 -6.52406 -0.2994 0.1573 0.6386 -1.236
C 3.90762 -1.05873 -7.59262 -0.8057 0.0821 -1.4723 0.225
C 4.90130 0.06556 -7.36085 -1.3419 -0.7393 1.6314 -1.511
C 4.67110 0.66767 -5.96587 -0.6929 0.7305 0.7881 1.439
N 4.61163 -0.39519 -4.96280 0.3718 -0.5168 -0.1642 0.112
O 4.53692 0.21001 -3.66497 -0.1204 -0.1994 -0.2102 -0.058
C 5.90618 1.49148 -5.67873 1.8222 -0.7549 -0.2606 -1.801
C 3.45602 1.64637 -5.81163 0.7510 -0.3782 -0.6850 -0.938
C 4.25846 -2.51278 -4.04180 -0.4035 -1.3942 -0.0713 -1.840
H 2.20256 -0.95469 -3.78276 -0.5118 0.4545 -0.0348 -0.471
H 1.72090 -2.33902 -4.72029 -0.0060 0.1830 -0.2432 0.653
H 1.70645 -0.71093 -5.53095 -0.0176 -0.0843 0.3544 -0.653
H 4.98660 -2.58761 -6.56548 -0.0579 0.1257 0.2377 0.302
H 3.27983 -2.97781 -6.67457 0.0904 0.3814 -0.1451 0.410
H 2.86543 -0.65319 -7.72171 0.7665 -0.1873 0.5005 -0.396
H 4.12491 -1.40527 -8.62041 -0.1000 -0.5639 0.4859 0.434
H 4.80679 0.79742 -8.14163 0.0723 0.5777 -0.2108 0.443
H 5.91495 -0.30775 -7.31767 0.3295 -0.2879 -0.3396 0.388
H 5.69688 2.34517 -5.12032 -0.4992 1.3865 1.3578 0.350
H 6.70741 0.92293 -5.10077 -0.8847 0.5565 -1.1506 0.313
H 6.27616 1.91505 -6.63153 0.2535 -0.4622 0.3704 0.452
H 2.54870 1.25983 -6.29395 0.1006 0.0883 0.2576 -0.608
H 3.29005 1.87458 -4.72456 0.1632 -0.0646 -1.1835 0.233
H 3.81775 2.50525 -6.40102 -0.7115 0.2519 0.4738 0.698
H 4.06496 -2.21310 -3.02074 0.1851 0.5905 0.2241 -0.117
H 5.30932 -2.49998 -4.29497 0.4779 -0.6194 0.5756 0.739
H 3.81076 -3.53707 -4.02933 0.4167 0.6711 -0.6538 0.163
H 5.34989 -0.07875 -3.22350 -0.2313 0.0313 -0.1983 0.259
C -1.62131 0.01852 -10.40437 0.6202 -0.3079 -0.0803 -1.747
C -2.40909 -0.97244 -9.53106 -0.6822 0.9112 -0.6290 2.023
C -1.58107 -2.20876 -9.25546 -0.5991 -0.1536 1.7764 -1.556
C -0.54555 -1.99703 -8.14321 -0.3079 -1.1518 -0.0040 -0.408
C -1.23189 -1.37328 -6.88355 0.5106 -1.9804 -0.9441 -0.723
C -1.93298 -0.06675 -7.18805 -0.7113 0.9793 -0.0016 3.542
N -2.93194 -0.27091 -8.28702 1.1630 -2.6276 0.3304 -0.151
O -3.55529 0.91961 -8.59590 -0.7266 -0.0886 0.0189 -0.409
C -2.77786 0.33918 -5.94336 0.9549 0.2335 0.1174 -2.182
C -0.90875 1.05933 -7.45083 -0.1003 -0.1638 0.6083 -2.032
C -3.60489 -1.44446 -10.35084 -1.7743 -1.8158 0.5615 -2.023
H -2.28352 0.78332 -10.81382 0.0878 -0.2100 -0.3889 0.432
H -1.07331 -0.54536 -11.19364 -0.5928 0.6178 0.2656 0.394
H -0.87053 0.54448 -9.81845 0.1223 -0.0852 -0.1425 0.392
H -2.29119 -3.02756 -8.92936 0.8020 0.7041 -0.3686 0.244
H -1.14493 -2.46413 -10.20569 0.2850 -0.4627 -0.2549 0.603
H 0.29329 -1.40271 -8.46978 0.2004 0.5947 -0.2406 0.069
H -0.06788 -3.00228 -7.96397 -0.5499 0.9070 0.3989 0.458
H -0.40227 -1.23071 -6.17725 -0.6605 0.0991 0.3062 -0.443
H -1.96678 -2.16293 -6.53197 0.7087 1.0534 0.0102 0.427
H -3.56731 -0.39226 -5.88066 -0.8055 0.2312 -0.0331 0.774
H -2.18847 0.14860 -5.04227 0.2841 0.1693 -0.0246 -0.420
H -3.07712 1.41921 -5.88654 -0.0729 -1.0765 -0.3969 0.417
H -0.10341 0.86234 -8.13330 0.5744 -0.6403 0.0098 0.107
H -1.35910 1.92888 -7.88473 -0.6035 0.7112 0.0131 0.794
H -0.50959 1.36617 -6.48216 0.1302 -0.0227 -0.1364 -0.086
H -4.27307 -2.14875 -9.72534 0.9940 1.1958 -0.6037 0.385
H -3.41164 -2.08862 -11.25332 0.4668 0.9677 0.7015 0.315
H -4.22771 -0.60603 -10.62676 -0.1924 0.1976 -0.2489 0.409
H -2.85372 1.42612 -8.97991 0.4781 1.2124 -0.5674 0.402
C -0.05572 -0.45969 -1.67433 1.5106 -1.2067 -0.9340 -0.367
C 0.99185 0.14962 -0.70373 -1.1624 0.0326 0.9950 2.982
C 0.16644 1.20579 0.10874 0.1630 -0.5457 -2.0641 0.699
C -0.64063 0.52690 1.13829 -1.8325 -0.4660 1.3584 1.310
C 0.11898 -0.41560 2.05998 -0.5321 1.1212 0.0624 -1.937
C 0.82086 -1.49100 1.31110 2.0479 -0.2607 -0.7474 3.107
N 1.69942 -0.78181 0.25020 -1.7388 0.6088 0.4993 0.528
O 2.40506 -1.72070 -0.49332 1.5434 0.0649 0.9407 0.390
C 1.83630 -2.22688 2.22453 -1.8134 -0.5835 -1.0951 -0.748
C -0.09183 -2.55035 0.74099 -0.4382 0.7710 -1.0946 -0.128
C 2.06878 0.82511 -1.50132 -0.0967 -0.3354 -0.7092 1.280
H -1.02715 -0.71876 -1.29186 -0.1704 -0.2497 0.4975 -0.510
H 0.33747 -1.29821 -2.33162 -0.4066 0.6911 0.8466 -0.597
H -0.21732 0.35378 -2.34364 -0.3079 0.5522 -0.8497 0.420
H 0.79494 2.02006 0.45262 0.0535 -0.0853 0.4161 -0.262
H -0.56608 1.61365 -0.62888 0.6707 0.1904 0.3894 -0.809
H -1.46840 -0.10752 0.70134 0.7213 0.8838 0.0523 -1.323
H -1.15961 1.29085 1.75126 0.1161 -0.3595 -0.1347 -0.266
H -0.62638 -0.81197 2.73539 -0.0282 -0.5541 0.3154 0.559
H 0.79898 0.16005 2.67435 0.4890 0.1372 0.1468 0.426
H 1.24526 -2.44373 3.12139 0.5577 -0.4242 0.1259 0.229
H 2.21403 -3.10686 1.68592 -0.3261 -0.0631 0.4693 -1.117
H 2.66714 -1.61944 2.40581 1.1932 1.1689 0.6641 0.483
H -0.95388 -2.18727 0.20891 -0.3236 0.6963 -0.2320 -1.103
H 0.42654 -3.11447 -0.01390 0.4260 -0.7967 -0.0142 -0.030
H -0.55170 -3.15736 1.48462 0.1932 -0.7303 0.8938 0.458
H 2.68165 1.41921 -0.83686 0.4030 0.0894 0.0073 -1.399
H 1.60659 1.48019 -2.24383 0.0975 0.1043 0.0279 -0.669
H 2.64445 0.05899 -2.04202 0.1468 0.6031 0.2287 -0.672
H 1.83595 -2.06718 -1.15504 -1.0614 -0.9705 -1.2599 -0.681
C -0.57313 -4.12197 5.91618 0.0568 0.1113 0.5003 -0.021
O -0.66021 -4.49538 4.55128 -0.4452 -0.5493 -0.3984 -0.272
H -1.00730 -4.80042 6.67692 -0.4263 0.1280 -0.8481 0.271
H 0.46049 -4.06357 6.21020 0.5384 0.2966 -0.1443 -0.280
H -1.02889 -3.14737 5.89915 -0.0638 0.5157 1.1292 0.184
H -1.39677 -3.97133 4.20029 0.2819 -0.3527 -0.2059 -0.003
```
Positions in Å, forces in eV/Å.